[1]
The following is a DFT calculation (the ωB97M-V functional and the def2-TZVPD basis) of the ion C4H6NO2 with charge +1 in a non-equilibrium geometry.

XYZ file:
```
13
Properties=species:S:1:pos:R:3:mulliken_spin:R:1
C -1.627 -0.365 -0.686 0.54
C -0.463 -0.549 0.046 -0.13
C -1.744 0.703 -1.659 0.05
C 1.711 0.078 0.732 0.00
N 0.695 -0.047 -0.183 0.44
O -1.445 1.847 -1.664 0.79
O 1.331 -0.105 2.042 0.01
H -2.453 -1.054 -0.582 0.01
H -0.604 -1.183 0.935 0.03
H -2.135 0.190 -2.585 0.14
H 2.520 -0.608 0.398 0.06
H 2.149 1.084 0.546 0.05
H 2.065 0.006 2.659 0.00
```

Calculated values
2S+1	3
frontier orbital gap (spin up / spin down)	8.611 / 5.263	eV
energy above the lowest of the compared OMol25 structures with the same formula, charge and spin	39.65	kJ/mol
LUMO energy (spin up / spin down)	-5.4542 / -9.3022	eV
highest occupied orbital energy (spin up / spin down)	-14.07 / -14.57	eV
net charge	+1

***

[2]
The following is a DFT calculation (the ωB97M-V functional and the def2-TZVPD basis) of the ion C4H6NO3S with charge -1 in a non-equilibrium geometry.

XYZ file:
```
15
Properties=species:S:1:pos:R:3:lowdin_charge:R:1
O 3.462 -0.366 0.780 -0.38
S 2.254 -0.269 -0.060 0.65
O 2.287 -0.598 -1.499 -0.37
C 0.948 -0.489 1.001 -0.36
C -0.396 -0.752 0.305 -0.28
C -0.479 0.405 -0.738 -0.31
N -0.296 1.642 -0.075 0.00
C 0.852 2.038 0.230 -0.34
O 2.009 1.479 -0.185 -0.23
H 1.369 -1.447 1.533 0.07
H -1.301 -0.635 1.092 0.13
H -0.378 -1.679 -0.284 0.08
H 0.316 0.201 -1.511 0.10
H -1.502 0.355 -1.138 0.09
H 0.839 3.167 0.601 0.14
```

Calculated values
2S+1	1
frontier orbital gap	7.513	eV
structure (SMILES)	O=[S@@]1([O-])=CCCN=CO1
energy above the lowest of the compared OMol25 structures with the same formula, charge and spin	386.21	kJ/mol
LUMO energy	3.9377	eV
highest occupied orbital energy	-3.57	eV
net charge	-1

***

[3]
The following is a DFT calculation (the ωB97M-V functional and the def2-TZVPD basis) of a cluster of 2 separate species, C4H6NO3S in total in a non-equilibrium geometry.

XYZ file:
```
15
Properties=species:S:1:pos:R:3:lowdin_charge:R:1
C 3.118 -0.155 -1.106 -0.24
C 1.376 0.560 0.376 0.09
C 0.731 -1.030 -1.533 -0.04
C 1.737 -0.223 -0.681 -0.33
N 4.220 -0.133 -1.463 0.12
O -2.789 0.403 3.081 -0.46
O -4.067 -0.510 1.113 -0.46
O -1.726 0.458 0.961 -0.45
S -3.013 0.400 1.641 0.38
H 0.339 0.680 0.576 0.01
H 2.146 1.266 0.952 0.12
H -3.626 1.806 1.565 0.06
H -0.025 -1.422 -0.982 0.04
H 1.241 -1.730 -2.112 0.04
H 0.337 -0.370 -2.388 0.12
```

Calculated values
2S+1	1
frontier orbital gap	8.697	eV
energy above the lowest of the compared OMol25 structures with the same formula, charge and spin	196.66	kJ/mol
LUMO energy	3.2762	eV
highest occupied orbital energy	-5.42	eV
net charge	-1

***

[4]
The following is a DFT calculation (the ωB97M-V functional and the def2-TZVPD basis) of the ion C4H6NO4S2 with charge -1 in a non-equilibrium geometry.

XYZ file:
```
17
Properties=species:S:1:pos:R:3:lowdin_charge:R:1
C -2.568 2.423 0.179 -0.74
C 0.497 0.294 -0.180 -0.26
C 0.181 -0.403 1.172 -0.50
C -1.656 1.202 0.113 -0.66
N -0.393 1.403 -0.412 -0.04
O -3.722 2.042 -0.181 -0.14
O -2.750 0.512 -2.176 -0.47
O -2.165 3.536 0.476 0.02
O -2.081 -1.347 -0.700 -0.39
S -1.323 0.333 1.883 0.81
S -2.939 0.185 -0.770 0.93
H 1.533 0.650 -0.203 0.11
H 0.373 -0.439 -0.983 0.10
H -0.001 -1.467 1.027 0.05
H 0.991 -0.263 1.887 0.05
H -0.031 2.301 -0.099 0.13
H -1.730 -1.494 -1.579 0.01
```

Calculated values
2S+1	1
frontier orbital gap	7.958	eV
energy above the lowest of the compared OMol25 structures with the same formula, charge and spin	130.97	kJ/mol
LUMO energy	3.2360	eV
highest occupied orbital energy	-4.72	eV
net charge	-1

***

[5]
The following is a DFT calculation (the ωB97M-V functional and the def2-TZVPD basis) of the ion C4H6NO4S2 with charge -1 in a non-equilibrium geometry.

XYZ file:
```
17
Properties=species:S:1:pos:R:3:lowdin_charge:R:1
C 2.412 0.310 -0.016 -0.39
S 1.244 1.228 1.037 0.83
C -0.181 0.878 0.022 -0.60
C -1.527 1.532 0.348 -0.05
C -2.020 -0.009 0.566 -0.49
O -3.077 -0.509 0.901 0.05
N -0.828 -0.439 0.263 -0.09
S -0.204 -1.917 -0.486 0.44
O 0.216 -1.393 -1.787 -0.35
O 0.940 -2.391 0.277 -0.35
O -1.361 -2.745 -0.458 -0.30
H 3.363 0.281 0.421 0.01
H 2.440 0.784 -0.996 0.04
H 2.131 -0.717 -0.035 -0.01
H 0.247 0.798 -0.968 0.08
H -2.175 2.142 -0.318 0.11
H -1.618 2.166 1.229 0.09
```

Calculated values
2S+1	1
frontier orbital gap	8.740	eV
structure (SMILES)	CS[C@@H]1CC(=O)N1S(=O)(=O)[O-]
energy above the lowest of the compared OMol25 structures with the same formula, charge and spin	90.47	kJ/mol
LUMO energy	3.1155	eV
highest occupied orbital energy	-5.62	eV
net charge	-1

***

[6]
The following is a DFT calculation (the ωB97M-V functional and the def2-TZVPD basis) of the molecule C4H6NP in a non-equilibrium geometry.

XYZ file:
```
12
Properties=species:S:1:pos:R:3:lowdin_charge:R:1
C -0.617 -2.451 0.338 0.10
C -0.640 -1.324 0.017 -0.20
C -0.660 0.076 -0.352 -0.20
C 0.504 0.633 0.446 -0.31
N 1.837 0.629 -0.263 -0.47
P 3.010 -0.492 -0.015 0.60
H -0.615 -3.448 0.806 0.05
H -0.427 0.346 -1.496 0.16
H -1.574 0.645 -0.183 0.11
H 0.261 1.576 0.770 0.07
H 0.715 0.123 1.364 0.08
H 1.854 1.119 -1.105 0.00
```

Calculated values
2S+1	1
frontier orbital gap (spin up / spin down)	6.872 / 6.875	eV
energy above the lowest of the compared OMol25 structures with the same formula, charge and spin	328.18	kJ/mol
LUMO energy (spin up / spin down)	-0.1439 / -0.1481	eV
highest occupied orbital energy (spin up / spin down)	-7.02 / -7.02	eV

***

[7]
The following is a DFT calculation (the ωB97M-V functional and the def2-TZVPD basis) of a structure of composition C4H6NS in a non-equilibrium geometry.

XYZ file:
```
12
Properties=species:S:1:pos:R:3:lowdin_charge:R:1
C -0.287 -0.371 1.419 -0.06
C 0.684 -1.128 0.649 -0.09
C -0.061 1.748 -1.243 -0.21
C -0.207 -0.559 -0.537 -0.54
N -0.895 0.250 0.455 -0.01
S 0.464 0.382 -1.915 1.17
H -0.537 -0.382 2.436 0.13
H 1.763 -0.935 0.635 0.13
H 0.718 -2.181 1.010 0.14
H -0.509 1.743 -0.139 0.10
H -0.177 2.734 -1.776 0.09
H -0.958 -1.301 -0.992 0.16
```

Calculated values
2S+1	1
frontier orbital gap	8.960	eV
energy above the lowest of the compared OMol25 structures with the same formula, charge and spin	292.07	kJ/mol
LUMO energy	-6.1942	eV
highest occupied orbital energy	-15.15	eV
net charge	+1

***

[8]
The following is a DFT calculation (the ωB97M-V functional and the def2-TZVPD basis) of the ion C4H6NS with charge +1 in a non-equilibrium geometry.

XYZ file:
```
12
Properties=species:S:1:pos:R:3:lowdin_charge:R:1
C -1.189 1.202 0.218 -0.34
C 0.099 1.279 -0.115 -0.13
N 0.710 0.041 -0.446 -0.01
C 0.734 -1.016 0.573 -0.05
C -0.400 -1.123 -0.370 -0.36
S -1.952 -0.344 0.013 1.04
H -1.805 2.025 0.530 0.09
H 0.695 2.173 -0.162 0.14
H 1.425 0.043 -1.171 0.20
H 0.547 -0.676 1.585 0.15
H 1.544 -1.731 0.495 0.14
H -0.409 -1.873 -1.149 0.12
```

Calculated values
2S+1	1
frontier orbital gap	10.227	eV
structure (SMILES)	C1=C[N@H+]2C[C@H]2S1
energy above the lowest of the compared OMol25 structures with the same formula, charge and spin	59.83	kJ/mol
LUMO energy	-3.4439	eV
highest occupied orbital energy	-13.67	eV
net charge	+1

***

[9]
The following is a DFT calculation (the ωB97M-V functional and the def2-TZVPD basis) of a structure of composition C4H6NS in a non-equilibrium geometry.

XYZ file:
```
12
Properties=species:S:1:pos:R:3:lowdin_charge:R:1
C -2.237 -1.280 -0.039 -0.21
C -3.068 -0.411 -0.114 -0.29
C -0.711 0.565 -0.267 -0.38
C 0.559 1.168 0.085 -0.08
N -0.951 -1.634 0.112 0.15
S -2.276 1.060 0.326 1.10
H -0.749 0.125 -1.298 0.13
H 0.601 2.139 -0.492 0.15
H 1.469 0.670 -0.062 0.09
H 0.408 1.571 1.113 0.11
H -0.703 -2.308 0.759 0.12
H -0.680 -2.067 -0.731 0.13
```

Calculated values
2S+1	1
frontier orbital gap (spin up / spin down)	8.294 / 8.293	eV
energy above the lowest of the compared OMol25 structures with the same formula, charge and spin	465.87	kJ/mol
LUMO energy (spin up / spin down)	-6.1975 / -6.1983	eV
highest occupied orbital energy (spin up / spin down)	-14.49 / -14.49	eV
net charge	+1

***

[10]
The following is a DFT calculation (the ωB97M-V functional and the def2-TZVPD basis) of the ion C4H6NS with charge +1 in a non-equilibrium geometry.

XYZ file:
```
12
Properties=species:S:1:pos:R:3:lowdin_charge:R:1
C -1.159 -0.351 1.118 0.03
C -0.662 0.566 -2.233 -0.29
C 1.056 -0.254 0.936 -0.21
C 0.928 0.413 -0.182 -0.29
N 0.007 -0.583 1.722 0.00
S -0.701 0.855 -0.618 1.04
H -2.027 -0.301 1.674 0.06
H 0.130 -0.118 -2.690 0.08
H -1.627 0.823 -2.741 0.05
H 2.133 -0.544 1.214 0.18
H 1.700 0.544 -0.914 0.11
H 0.222 -1.049 2.713 0.25
```

Calculated values
2S+1	1
frontier orbital gap	7.824	eV
energy above the lowest of the compared OMol25 structures with the same formula, charge and spin	340.56	kJ/mol
LUMO energy	-5.4442	eV
highest occupied orbital energy	-13.27	eV
net charge	+1

***

[11]
The following is a DFT calculation (the ωB97M-V functional and the def2-TZVPD basis) of a structure of composition C4H6NaOTl in a non-equilibrium geometry.

XYZ file:
```
13
Properties=species:S:1:pos:R:3:mulliken_spin:R:1
C 0.932 2.929 -1.759 -0.06
C 1.244 1.548 -1.702 0.70
H 0.591 3.515 -0.896 0.02
H 0.172 3.241 -2.482 0.10
H 0.499 0.839 -1.323 0.01
H 2.042 1.165 -2.347 0.02
Tl 2.510 2.104 0.468 0.18
O 3.848 4.612 -1.296 0.00
C 3.538 4.407 -2.531 0.00
C 2.398 3.864 -3.041 0.04
Na 5.694 4.910 -0.304 0.00
H 2.214 3.656 -4.096 0.00
H 4.334 4.573 -3.296 0.00
```

Calculated values
2S+1	2
frontier orbital gap (spin up / spin down)	6.523 / 5.617	eV
energy above the lowest of the compared OMol25 structures with the same formula, charge and spin	0.00	kJ/mol
LUMO energy (spin up / spin down)	-4.2413 / -5.1250	eV
highest occupied orbital energy (spin up / spin down)	-10.76 / -10.74	eV
net charge	+1

***

[12]
The following is a DFT calculation (the ωB97M-V functional and the def2-TZVPD basis) of a cluster of 3 separate species, C4H6O in total in a non-equilibrium geometry.

XYZ file:
```
11
Properties=species:S:1:pos:R:3:lowdin_charge:R:1
O 2.812 -0.196 0.259 0.02
C 2.412 0.120 -0.757 -0.01
C -0.240 0.278 1.209 -0.09
C -0.763 1.022 0.013 -0.19
C -1.296 -0.223 0.660 -0.10
H 0.260 -1.575 -1.914 0.05
H 0.523 0.245 1.972 0.09
H -1.285 1.973 0.151 0.07
H -0.236 0.951 -0.944 0.04
H -2.064 -0.981 0.628 0.09
H -0.124 -1.615 -1.278 0.03
```

Calculated values
2S+1	1
frontier orbital gap	10.789	eV
energy above the lowest of the compared OMol25 structures with the same formula, charge and spin	310.53	kJ/mol
LUMO energy	1.2170	eV
highest occupied orbital energy	-9.57	eV